Entry from the Open Molecules 2025 dataset: a structure of composition C6H8N at a distorted geometry (ωB97M-V with the def2-TZVPD basis set).

The calculation puts the energy at -7827.59979 eV. The multiplicity is 1. The relative energy (zero: lowest compared OMol25 entry of this formula, charge and spin) comes out at 186.53 kcal per mole. As for the frontier orbital gap (spin up / spin down): 0.2589 / 0.3438 hartree. The HOMO energy (spin up / spin down) comes out at -0.47610 / -0.50913 Ha. The total charge is +1. The lowest unoccupied orbital energy (spin up / spin down) is -5.9 / -4.5 eV.

Cartesian coordinates (Å):
C (-1.6374, -1.1145, 0.1838)
C (-2.0565, 0.1569, 0.1544)
C (2.2793, -0.5075, -0.2503)
C (0.2945, 1.0245, 0.1540)
C (0.8659, -0.4780, 0.1150)
C (-0.4367, -0.7699, -0.6382)
N (-0.9751, 0.7239, -0.5920)
H (-1.9071, -2.0242, 0.5239)
H (-2.8075, 0.6657, 0.5438)
H (2.7355, 0.3424, -0.9208)
H (2.8662, -1.1923, 0.3141)
H (0.1772, 1.2656, 1.1195)
H (1.0464, 1.6299, -0.2492)
H (0.6362, -0.9455, 1.0093)
H (-1.0809, 1.2228, -1.4673)

Results of the Mulliken charge analysis, in e, for atoms 1 through 2:
1 C -0.23
2 C -0.75